# C6H9N3

C6H9N3 as an isolated structure at a distorted geometry (the ωB97M-V functional and the def2-TZVPD basis, the OMol25 dataset).

XYZ file:
```
18
Properties=species:S:1:pos:R:3
C 0.537 2.344 0.449
C -0.476 0.050 0.397
C -0.714 -1.800 1.715
C -0.267 -2.514 0.713
C 0.012 -0.676 -0.658
C 0.399 0.014 -1.935
H 1.538 2.055 -0.102
H 1.025 1.980 1.382
H 0.113 3.552 0.344
H -1.125 1.672 -0.517
H -1.342 -2.121 2.799
H -0.220 -3.840 1.115
H 0.937 -0.721 -2.770
H 1.187 0.481 -1.898
H -0.134 0.471 -2.432
N -0.719 1.501 0.248
N -0.894 -0.455 1.592
N 0.143 -1.992 -0.440
```

Results
E_tot: -398.04455 Ha
HOMO-LUMO gap: 9.551 eV
ΔE to the lowest compared entry with this formula, charge and spin: 606.20 kJ/mol
LUMO level: 0.36 eV